Entry 1:
C14H35MnNP2S2 | ωB97M-V/def2-TZVPD

Geometry as XYZ:
```
55
Properties=species:S:1:pos:R:3:forces:R:3:lowdin_spin:R:1
Mn -0.3475 0.7323 0.2122 2.8672 -1.5149 0.7924 4.58
S -0.0693 0.4956 2.5891 -0.4242 0.9951 0.1147 0.04
S 1.8849 -0.3572 -1.3365 0.3337 0.6394 -0.8538 0.05
C -1.7562 0.9604 3.1262 0.0391 -0.1525 0.4340 0.02
C 0.7498 2.1671 2.7845 -0.0171 -0.3125 0.6299 0.01
C 1.0847 2.8616 1.4672 0.3706 -0.5234 -0.2816 0.02
N 1.6389 1.8248 0.5721 -0.1513 -0.4058 -0.1144 0.05
C 2.3228 2.3124 -0.6502 -0.1007 -0.0122 0.4532 0.01
C 3.0242 1.1205 -1.2872 -0.0744 -0.4536 0.0746 0.00
H 1.6574 1.9060 3.3516 -0.2574 0.4894 -0.1527 0.00
H 0.0548 2.7442 3.4097 0.4929 -0.0481 -0.1067 0.00
H 1.7924 3.7042 1.5593 -0.3190 -0.2613 0.4122 0.00
H 0.1820 3.2538 0.9721 0.0437 0.1089 0.2160 0.01
H 3.0201 3.1273 -0.3838 -0.0703 -0.3584 -0.2539 0.00
H 1.5600 2.7310 -1.3237 0.2554 -0.1020 0.1356 0.00
H 3.9065 0.8040 -0.7013 -0.3429 0.2871 -0.3071 0.00
H 3.3218 1.3262 -2.3267 0.0218 -0.0515 0.5229 0.00
C 1.7256 -0.4279 -3.1625 0.0452 -0.1439 0.0300 0.00
H 2.2434 1.1407 1.0719 -0.2842 0.8923 -0.2493 0.00
H 1.2288 0.4643 -3.5769 0.3058 -0.3846 0.2228 0.00
H 1.1418 -1.3214 -3.4076 0.1529 0.1868 -0.0089 0.00
H 2.7385 -0.5370 -3.5845 -0.5233 0.0213 0.1223 0.00
H -2.4115 0.0881 2.9925 0.2485 0.2778 0.1279 0.00
H -2.1756 1.8267 2.5916 0.3130 -0.3112 0.2082 0.00
H -1.6233 1.1735 4.1930 -0.5100 0.0217 -0.2441 0.00
C 3.5158 -1.7318 2.2130 -1.6290 0.3536 -0.8034 0.00
C 2.4890 -2.5048 1.8414 -0.3151 0.6344 -0.1624 0.00
H 3.3633 -1.1152 3.0927 0.7191 -0.2659 0.2429 0.00
H 4.2760 -1.4996 1.4787 0.4460 -0.1334 0.4026 0.00
H 1.5931 -2.5722 2.4928 0.6988 -0.3006 -0.5050 0.00
H 2.4513 -2.9290 0.8229 0.0628 -0.1360 0.8108 0.00
C -2.8291 -2.1629 0.7432 0.0097 0.1729 0.0291 0.00
P -1.0907 -2.0818 0.1235 -0.7745 -0.0596 -0.0030 0.05
C -0.6300 -3.8156 0.5999 0.2901 -0.0382 -0.1273 0.02
C -1.4153 -2.1614 -1.7116 0.1287 0.0468 0.2679 0.00
C -1.9650 -0.8680 -2.4348 -0.4571 -0.4066 -0.0204 0.00
P -1.7177 0.7537 -1.5597 -0.0217 0.1390 -0.4105 0.04
C -1.0691 2.1418 -2.5887 -0.4678 0.5022 -0.4633 0.02
C -3.0481 1.2810 -0.3626 -0.6731 0.0030 -0.3985 0.04
H -2.8067 -1.9836 1.8260 -0.2062 -0.0822 -0.2111 0.00
H -3.2572 -3.1599 0.5590 0.0891 0.3591 0.0369 0.00
H -3.4619 -1.4033 0.2599 0.1270 -0.3133 0.2258 0.00
H -1.3569 -4.5412 0.1996 0.2116 0.3584 0.0131 0.00
H 0.3733 -4.0906 0.2558 -0.2094 0.0989 0.0288 0.00
H -0.6384 -3.9204 1.6985 -0.0230 0.2561 -0.4093 0.00
H -0.4652 -2.4905 -2.1556 -0.2535 0.1971 -0.0748 0.00
H -2.1220 -2.9877 -1.8398 0.0341 0.1633 -0.2454 0.00
H -1.4577 -0.8021 -3.4119 -0.2324 0.2620 0.3397 0.00
H -3.0443 -0.9869 -2.6577 0.5497 0.0593 0.1251 0.00
H -0.3345 1.7708 -3.3212 -0.5062 -0.1191 0.2049 0.00
H -1.8415 2.7335 -3.1182 0.4176 -0.3660 0.2263 0.00
H -0.4783 2.8217 -1.9431 -0.5955 -0.2906 -0.1525 0.00
H -2.8481 2.3125 -0.0119 -0.0648 -0.3427 -0.4356 0.00
H -3.0149 0.6374 0.5444 -0.0409 0.2305 -0.7095 0.01
H -4.0643 1.2344 -0.7868 0.2706 0.1342 0.2539 0.01
```
Forces are in eV/Å.

Summary:
Net charge: +2
2S+1: 6
HOMO-LUMO gap (spin up / spin down): 8.86 / 8.68 eV
Molecular weight: 398.46 g mol⁻¹
HOMO level (spin up / spin down): -0.526 / -0.553 hartree
Expectation value of S²: 8.764

***

Entry 2:
C28H32BrI3N3O3PS2 | ωB97M-V/def2-TZVPD

Geometry as XYZ:
```
73
Properties=species:S:1:pos:R:3:forces:R:3:mulliken_charge:R:1
C -3.6766 0.7035 6.3691 0.0624 0.0655 -0.3584 -0.93
C -4.1469 1.5678 5.1838 0.3617 -0.2993 0.2293 -0.42
S -2.8557 1.7869 3.9304 -0.1665 0.1606 -0.0927 -0.03
C -2.7191 0.0842 3.2892 -0.1980 0.1831 0.2526 -1.99
C -2.2606 0.1614 1.8641 -0.0297 -0.3971 -0.2339 -1.10
C -0.8863 0.1682 1.5978 0.4283 -0.1791 0.3592 1.34
C -0.3637 0.1950 0.3092 -0.2562 -0.0121 -0.3709 -1.26
C -1.2773 0.2876 -0.7501 -0.3822 -0.1031 -0.3763 0.38
N -0.7945 0.4075 -2.0887 0.4418 0.1187 0.5242 -0.15
C -2.6493 0.3071 -0.4833 -0.3269 0.0969 0.0456 -0.64
I -3.9605 0.5466 -2.1271 0.3354 0.0486 -0.0156 0.03
C -3.1797 0.2329 0.8047 0.1376 -0.1121 -0.4428 1.08
P -4.9561 0.2772 1.2790 -0.1544 0.0806 0.9720 0.20
C -5.3938 2.0377 0.9156 0.2405 -0.3322 0.0312 -1.07
O -5.7543 -0.6370 0.1436 0.2692 0.3989 -0.0886 -0.42
N 1.0337 0.1584 -0.0074 -0.3248 0.9697 1.1272 0.76
C 1.4887 1.3866 -0.6570 0.0234 -0.7561 -0.5863 -1.32
I 2.5781 2.7081 0.7085 -0.2086 0.0538 0.0503 0.07
C 2.2357 1.2276 -2.0357 0.6727 0.3443 0.6526 -0.09
C 3.6978 1.6863 -2.0891 -0.2775 -0.3732 -0.6588 -1.71
I 2.2062 -0.7535 -2.8794 -0.2606 0.1267 0.0138 0.26
C 1.9158 -0.3964 0.9715 0.7838 -0.6633 -0.5619 -0.94
C 3.1409 -0.8780 0.5082 0.2753 -0.0890 0.2840 -0.22
C 4.0672 -1.4320 1.3708 0.1729 0.0049 0.1447 -1.61
C 3.8001 -1.5429 2.7244 -0.6434 0.3567 -0.1852 -0.84
C 2.5903 -1.0629 3.2238 0.3881 -0.2702 -0.1428 0.51
C 2.3650 -1.2138 4.7062 -0.3839 0.3267 -0.4548 -1.44
Br 0.9254 -2.5534 4.9945 0.1355 0.0180 0.1008 -0.12
C 2.1113 0.0898 5.4754 -0.3510 -0.3825 0.8516 0.04
C 3.2721 0.4322 6.4255 -0.1193 -0.1912 -0.5754 -1.32
C 1.6668 -0.4842 2.3340 -0.5160 0.1081 0.2853 1.95
S 0.1754 0.1654 3.0089 0.0917 0.1985 -0.0937 -0.14
H -2.6188 0.4893 6.2486 0.1521 -0.0529 0.1354 0.17
H -4.1960 -0.2499 6.4000 -0.1184 -0.0622 0.0807 0.28
H -3.8000 1.2146 7.3181 -0.1269 0.0131 0.1350 0.32
H -5.0290 1.1485 4.7070 -0.0930 -0.0227 -0.1029 0.24
H -4.3957 2.5723 5.5101 -0.0130 0.1605 -0.0290 0.44
H -3.7073 -0.3546 3.3654 -0.1377 -0.0323 -0.1545 0.80
H -2.0527 -0.5237 3.8925 0.2259 0.0448 0.0654 0.80
H -0.9688 1.3517 -2.4101 -0.1471 -0.0629 -0.3280 0.30
H -1.2560 -0.2463 -2.7035 -0.1121 0.0447 -0.1280 0.27
H -5.8242 2.1796 -0.0717 -0.0172 0.0745 -0.0646 0.36
H -4.5014 2.6453 1.0392 0.1201 0.0926 -0.1295 0.29
H -6.0777 2.3419 1.7006 -0.3057 0.0987 -0.0558 0.42
H -6.6913 -0.4735 0.3001 -0.1252 -0.2676 -0.1031 0.32
H 0.5964 1.9634 -0.8423 -0.0015 0.1783 -0.0420 0.99
H 1.7070 1.8562 -2.7412 -0.3145 -0.1977 -0.1845 0.60
H 4.1007 1.3584 -3.0439 0.1308 0.0483 -0.0965 0.46
H 4.3101 1.2398 -1.3147 0.0628 0.1360 0.2308 0.41
H 3.7440 2.7703 -2.0936 0.1359 0.1221 0.3765 0.46
H 3.4152 -0.8239 -0.5315 -0.2130 0.0446 -0.0413 0.25
H 5.0141 -1.7847 0.9900 0.0467 -0.0275 -0.1178 0.37
H 4.5024 -1.9953 3.4045 0.1711 -0.0861 0.0442 0.42
H 3.2307 -1.7026 5.1292 0.0801 -0.1733 0.0423 0.62
H 1.8510 0.9194 4.8284 0.2452 0.0659 -0.2841 0.37
H 1.2333 -0.0725 6.0958 -0.1977 0.1371 -0.0300 0.27
H 3.3815 1.5054 6.5244 0.1030 0.1469 0.1158 0.34
H 4.1962 0.0086 6.0355 0.2237 0.2148 0.0256 0.31
H 3.1016 -0.0023 7.4041 0.0197 -0.0460 0.1724 0.35
O 0.6636 -2.0798 -11.1979 0.0076 -0.0037 -0.0055 -0.61
N 0.0834 -1.4593 -10.3305 -0.0361 -0.0130 -0.0538 1.02
O -0.8789 -0.7428 -10.5180 -0.0081 0.0030 0.0014 -0.60
C 0.5836 -1.5831 -8.9518 0.0690 -0.0045 0.1569 0.01
C 1.6984 -2.3646 -8.7098 0.1688 -0.1184 -0.0206 -0.30
C 2.1764 -2.4630 -7.4128 -0.0877 0.0694 0.0578 -0.64
C 1.5371 -1.7863 -6.3822 0.0165 -0.0836 0.0058 -0.11
C 0.4152 -1.0131 -6.6443 0.0683 -0.0473 -0.0097 -0.19
C -0.0694 -0.9067 -7.9380 -0.1344 0.1305 0.1064 -0.40
H 2.1901 -2.8878 -9.5161 -0.0781 0.0539 -0.0807 0.46
H 3.0500 -3.0658 -7.2066 0.0025 -0.0116 -0.0155 0.38
H 1.9093 -1.8532 -5.3668 -0.0196 -0.0431 -0.2384 -0.03
H -0.0799 -0.4888 -5.8375 0.0032 0.0034 0.0001 0.40
H -0.9405 -0.3047 -8.1492 0.0132 -0.0264 -0.1228 0.45
```
Forces are in eV/Å.

Summary:
2S+1: 1
HOMO-LUMO gap: 7.48 eV
SMILES: CCSCc1c2c(c(N)c(I)c1P(C)O)N([C@@H](I)[C@@H](C)I)c1cccc([C@H](Br)CC)c1S2.O=[N+]([O-])c1ccccc1
Molecular weight: 1014.31 g mol⁻¹
HOMO level: -0.288 hartree

***

Entry 3:
C29H34NO2 | ωB97M-V/def2-TZVPD

Geometry as XYZ:
```
66
Properties=species:S:1:pos:R:3:forces:R:3:mulliken_charge:R:1
C 1.2836 5.1240 0.6797 -0.3447 -0.8790 -0.9627 -0.80
C 0.3520 4.0072 1.5039 0.6890 -0.1092 0.1354 0.11
C 0.8553 2.5297 0.9863 -0.5827 -1.6976 -4.2775 0.34
O 0.6173 2.2307 -0.3055 1.5054 1.5266 7.9157 -0.45
O 1.5867 1.6048 1.9150 -1.4955 3.0264 -2.8507 -0.34
C 2.9998 1.7989 1.5376 1.6949 0.6989 -1.0650 -0.10
C 4.0871 1.1110 2.5532 0.7110 0.3391 1.3552 -0.58
N 3.7100 1.1584 4.0174 1.0964 0.6224 -1.7148 -0.68
H 1.4331 6.1231 1.2820 -0.4125 -2.0778 -1.2732 0.28
H 0.7083 5.2831 -0.3523 1.4101 0.0099 2.2690 0.20
H 2.3337 4.6400 0.3839 -2.3424 1.2200 0.8837 0.26
H -0.7900 4.1361 1.1960 2.5691 -0.3756 0.7418 0.32
H 0.5009 4.1646 2.6688 -0.3550 -0.6771 -2.5183 -0.10
H 3.2001 2.9753 1.5077 -0.2987 -2.3827 0.2068 -0.02
H 3.1141 1.3889 0.4393 -0.1030 0.7580 1.9534 0.18
H 4.3540 0.0133 2.1871 -0.8591 1.8806 0.3373 0.16
H 5.0987 1.7321 2.4316 -1.9794 -1.1305 -0.4556 0.23
H 4.4263 1.8000 4.4529 -0.8873 -0.7316 -0.5847 0.05
C 2.4130 2.5719 8.4880 -0.0868 0.1305 -0.2105 -0.26
C 2.5876 2.0819 7.1941 -0.0722 0.1018 0.1723 -0.57
C 2.0220 2.7538 6.1108 -0.2981 0.2100 -0.0213 -0.40
C 1.2895 3.9225 6.3209 0.1593 -0.1781 0.4214 -0.32
C 1.1181 4.4145 7.6145 0.0497 -0.0573 0.0065 -0.39
C 1.6759 3.7374 8.6986 0.0038 -0.0140 -0.1205 -0.39
H 2.8511 2.0460 9.3323 -0.0485 0.0620 -0.0716 0.33
H 3.1642 1.1750 7.0298 -0.1144 0.1509 -0.1648 0.44
H 2.1526 2.3681 5.1034 0.3071 -0.2521 -0.0242 0.53
H 0.8528 4.4490 5.4763 0.0433 -0.0607 0.0786 0.29
H 0.5486 5.3262 7.7778 0.0520 -0.0905 0.0198 0.34
H 1.5375 4.1180 9.7068 0.0088 -0.0178 -0.0885 0.33
C -0.6312 1.8219 -3.0460 -0.0028 -0.1308 -0.1102 -0.40
C -1.3097 3.0049 -2.7543 -0.0813 0.0363 -0.1361 -0.12
C -2.0447 3.6513 -3.7476 0.1103 -0.2338 -0.0660 -0.50
C -2.1093 3.1089 -5.0314 0.0800 -0.0773 0.1053 -0.34
C -1.4338 1.9239 -5.3221 -0.0134 0.0687 0.0787 -0.63
C -0.6912 1.2824 -4.3312 -0.1691 0.2710 0.0711 -0.42
H -0.0557 1.3202 -2.2725 -0.1174 0.1977 -0.0953 0.47
H -1.2649 3.4238 -1.7521 0.0972 -0.1560 -0.1500 0.34
H -2.5677 4.5766 -3.5218 0.0523 -0.1132 -0.0268 0.36
H -2.6860 3.6099 -5.8044 0.0757 -0.0647 0.0830 0.36
H -1.4856 1.5005 -6.3222 0.0087 0.0598 0.1215 0.38
H -0.1606 0.3623 -4.5594 -0.0563 0.1437 0.0024 0.53
C -0.8612 -3.7467 -4.3730 -0.1518 0.0931 -0.0997 -0.58
C -1.7305 -4.6333 -5.0079 -0.0336 0.1434 -0.0284 -0.46
C -2.9747 -4.1906 -5.4559 0.1321 0.1360 0.0693 -0.40
C -3.3459 -2.8576 -5.2776 0.1811 -0.0909 0.0726 -0.48
C -2.4750 -1.9702 -4.6461 -0.0180 -0.0990 -0.0118 -0.24
C -1.2345 -2.4151 -4.1898 -0.0893 -0.1649 -0.0999 -0.24
H 0.1071 -4.0929 -4.0209 -0.1436 0.0406 -0.0439 0.44
H -1.4384 -5.6704 -5.1528 -0.0475 0.1469 0.0551 0.38
H -3.6546 -4.8832 -5.9445 0.0903 0.0812 0.0500 0.37
H -4.3135 -2.5113 -5.6311 0.1311 -0.0392 0.0581 0.37
H -2.7637 -0.9310 -4.5088 0.0765 -0.1427 0.0003 0.43
H -0.5585 -1.7247 -3.6929 -0.1150 -0.1047 -0.0434 0.41
C -2.0381 -8.0413 -0.6348 0.0451 0.1673 -0.0524 -0.35
C -0.9279 -7.4379 -0.0449 -0.0884 0.0523 -0.1205 -0.34
C -0.5866 -6.1272 -0.3774 -0.1575 -0.0619 -0.0934 -0.53
C -1.3622 -5.4160 -1.2934 -0.0034 -0.1737 0.0842 -0.30
C -2.4746 -6.0183 -1.8806 0.0384 -0.0873 0.0999 -0.28
C -2.8105 -7.3321 -1.5550 0.1816 0.0910 0.1103 -0.47
H -2.3018 -9.0639 -0.3780 0.0375 0.1357 -0.0297 0.35
H -0.3276 -7.9898 0.6741 -0.0849 0.0848 -0.1103 0.35
H 0.2824 -5.6596 0.0774 -0.1388 -0.0512 -0.0479 0.37
H -1.0993 -4.3930 -1.5490 -0.0648 -0.1583 0.0383 0.46
H -3.0799 -5.4633 -2.5932 0.1252 -0.0678 0.1090 0.41
H -3.6740 -7.8028 -2.0167 0.0941 0.0626 0.0637 0.35
```
Forces are in eV/Å.

Summary:
Net charge: -1
2S+1: 1
HOMO-LUMO gap: 4.46 eV
Molecular weight: 428.60 g mol⁻¹
HOMO level: -0.079 hartree

***

| no. | E_tot (hartree) |
| --- | --- |
| 1 | -3238.6853 |
| 2 | -6080.8737 |
| 3 | -1330.5145 |